No. 1
Entry from OMol25: C11H20N4PPt as an isolated structure in a non-equilibrium geometry (ωB97M-V/def2-TZVPD).

```
37
Properties=species:S:1:pos:R:3:forces:R:3:mulliken_spin:R:1
C 0.259442 -2.370237 -2.721421 1.667 0.625 -0.981 0.044
C 0.702700 -3.644848 -2.129113 0.160 -0.457 0.363 0.423
C 1.707773 -3.450927 -1.107957 0.948 -1.192 1.431 0.330
C 2.200001 -2.147957 -1.191887 -0.403 1.801 -0.769 0.347
C 1.388259 -1.308081 -2.131017 1.389 -2.113 -0.804 0.326
Pt -0.367393 -1.415959 -1.025426 -1.318 -0.137 2.476 1.808
P -2.659008 -1.791821 -0.782132 -2.441 0.525 0.212 0.243
H -0.343134 -2.149927 -3.712852 1.452 -0.906 2.278 0.032
H 0.396733 -4.693231 -2.241087 -0.539 0.829 -0.671 0.046
H 2.096242 -4.228377 -0.213661 -1.301 2.070 -3.047 -0.019
H 1.790213 -0.357098 -2.599654 -0.814 -1.395 0.496 -0.018
H 3.089042 -1.802604 -0.637207 -0.762 0.002 -0.330 0.020
H -3.162688 -2.093743 0.538930 0.836 0.007 -0.462 0.048
H -3.284800 -2.882519 -1.431589 0.359 0.122 0.025 0.016
H -3.787405 -0.825242 -0.892057 0.295 -0.356 -0.289 0.156
C -1.450780 0.704048 0.959059 -0.469 0.418 0.115 0.006
N -0.214515 0.383510 0.165875 1.493 0.139 -0.096 0.133
C 0.887964 0.142495 1.199933 0.064 0.203 0.397 0.011
N 1.088652 1.319023 2.029712 -0.580 0.748 -0.535 0.019
C -0.187205 1.702729 2.706180 0.193 -0.177 -0.527 -0.002
N -1.283683 1.922450 1.715791 0.879 0.540 0.066 0.018
C -0.918391 3.024877 0.778458 0.548 -0.285 0.268 0.001
N 0.399778 2.764068 0.133587 -0.151 -0.413 0.857 0.015
C 0.194585 1.595522 -0.686287 -0.137 0.430 0.285 -0.010
C 1.473583 2.446300 1.140672 -0.579 -0.106 -0.018 0.004
H -1.659611 -0.103620 1.674696 0.213 -0.063 -0.397 0.031
H -2.315094 0.820331 0.295590 0.279 -0.076 -0.123 -0.023
H 1.835416 -0.110652 0.687859 -0.572 0.193 0.079 -0.037
H 0.605541 -0.708579 1.846611 -0.077 0.286 -0.478 0.013
H 0.000720 2.623705 3.289139 -0.238 -0.513 -0.280 0.001
H -0.480499 0.868007 3.361864 0.040 0.425 -0.075 -0.001
H -1.659748 3.040019 -0.039009 0.156 0.227 0.488 -0.003
H -0.891048 3.998855 1.284117 -0.080 -0.411 0.048 0.001
H 1.126482 1.456505 -1.253859 -0.371 -0.733 0.250 -0.030
H -0.632897 1.815420 -1.371069 0.195 -0.348 -0.024 0.050
H 1.679360 3.328558 1.768168 -0.073 -0.304 -0.400 0.001
H 2.375414 2.128998 0.591042 -0.260 0.397 0.173 -0.002
```
Forces are in eV/Å.

The charge is +1. As for the spin multiplicity: 5. The highest occupied orbital energy (spin up / spin down) is -7.67 / -12.31 eV. Its expectation value of S² is 6.019. The calculation puts the largest force on an atom at 0.076 Eh/bohr. The LUMO energy (spin up / spin down) comes out at -2.29 / -6.75 eV. As for the frontier orbital gap (spin up / spin down): 5.381 / 5.554 eV. The calculated total energy comes out at -1110.24978 Ha.

=====

No. 2
Entry from OMol25: C11H20NO8PPdS2Te as an isolated structure in a non-equilibrium geometry (ωB97M-V/def2-TZVPD).

```
45
Properties=species:S:1:pos:R:3:forces:R:3:nbo_charge:R:1
Pd 0.688806 -0.257878 -0.265247 0.434 -0.733 -1.596 0.730
O -0.604648 -3.864415 3.431594 -0.398 -0.594 0.236 -0.689
C -0.180851 -3.176452 2.367663 0.422 0.536 -0.391 0.758
O 0.447533 -2.160248 2.441453 0.017 0.101 0.067 -0.567
C -0.597607 -3.841729 1.068453 -0.172 0.227 -0.237 -0.169
O -0.153449 -3.140109 -0.066520 0.130 -0.097 0.392 -0.529
C 0.967421 -3.718943 -0.717541 0.280 0.415 -0.129 -0.173
C 2.099427 -2.715804 -1.074899 -0.353 -0.382 -0.170 0.777
O 2.736945 -2.997568 -2.100730 0.081 -0.183 0.303 -0.703
O 2.348373 -1.713494 -0.325929 -0.717 0.603 0.236 -0.760
H -0.340045 -3.409476 4.242728 0.113 0.172 -0.105 0.501
H -1.690999 -3.864788 1.041186 0.025 -0.088 0.087 0.212
H -0.236725 -4.873248 1.076122 -0.100 -0.044 0.034 0.202
H 0.646491 -4.167530 -1.657840 0.018 -0.033 0.013 0.205
H 1.405738 -4.492683 -0.080430 0.151 0.006 -0.097 0.187
S 0.113517 -0.708328 -2.663502 0.075 -0.548 0.495 -0.091
C 1.602973 0.094506 -2.614923 0.408 0.533 -1.276 -0.056
N 2.758209 -0.456857 -2.932546 0.047 0.047 0.312 -0.573
C 3.945380 0.327691 -2.642176 0.165 0.050 0.037 -0.232
C 3.548202 1.793949 -2.754660 -0.386 0.092 -0.014 -0.541
S 1.753246 1.839081 -2.396431 0.203 -0.304 0.054 0.366
H 2.853347 -1.490282 -2.863812 -0.186 0.022 0.031 0.468
H 4.728424 0.066411 -3.353137 0.031 0.027 0.056 0.218
H 4.291388 0.094085 -1.630412 -0.047 -0.060 -0.042 0.220
H 3.702796 2.199160 -3.753273 0.050 -0.035 -0.001 0.222
H 4.058389 2.414887 -2.023220 0.064 0.004 -0.042 0.237
C -4.104982 0.549908 1.465260 0.257 -0.034 -0.033 -0.635
C -3.065610 -0.000550 0.506631 -0.302 -0.077 -0.081 -0.066
O -1.722279 0.234074 0.990452 0.358 0.591 0.155 -0.827
P -0.930807 1.537699 0.474296 -1.451 0.701 1.109 1.962
O -0.847826 1.591793 -1.012012 0.602 -0.570 0.208 -1.055
Te 1.257464 1.600928 1.469760 -0.120 -0.282 0.431 -0.134
O -1.884508 2.702909 1.036269 0.273 -0.201 0.002 -0.835
C -1.512940 4.066148 0.761955 0.094 0.270 0.032 -0.068
C -1.479683 4.850436 2.058209 -0.068 -0.221 -0.168 -0.626
H -5.103661 0.333546 1.084605 -0.005 -0.013 0.001 0.215
H -3.982375 1.625012 1.564708 -0.102 0.028 0.038 0.227
H -3.993209 0.091845 2.448119 -0.030 0.001 0.000 0.213
H -3.169517 0.431793 -0.491301 0.027 -0.032 0.024 0.195
H -3.159235 -1.083603 0.421532 0.100 0.037 -0.050 0.191
H -2.248760 4.473707 0.067222 0.041 -0.048 -0.012 0.190
H -0.532705 4.090522 0.277018 -0.049 0.000 -0.044 0.189
H -2.470296 4.865393 2.511406 0.022 0.034 0.065 0.214
H -1.160481 5.873395 1.860647 -0.013 0.028 0.031 0.217
H -0.780850 4.385109 2.753234 0.010 0.057 0.039 0.216
```
Forces are in eV/Å.

As for the spin multiplicity: 1. The highest occupied orbital energy (spin up / spin down) is -7.93 / -8.07 eV. The calculation puts the largest force on an atom at 0.038 Eh/bohr. The LUMO energy (spin up / spin down) comes out at -2.25 / -1.72 eV. The relative energy (zero: lowest compared OMol25 entry of this formula, charge and spin) is 140.6 kJ/mol. As for the frontier orbital gap (spin up / spin down): 5.684 / 6.348 eV. The calculated total energy comes out at -2621.52526 Ha.

=====

No. 3
Entry from OMol25: C11H21Al2BeBr3Cl2FO10S as an isolated structure in a non-equilibrium geometry (ωB97M-V/def2-TZVPD).

```
52
Properties=species:S:1:pos:R:3:forces:R:3:nbo_charge:R:1
C 5.426133 -2.379989 1.972666 -1.714 2.094 -0.521 -0.354
C 4.483351 -2.809557 0.833275 0.609 -0.639 -0.698 -0.460
C 3.394887 -1.764436 0.787118 0.072 0.760 0.878 0.063
O 3.090411 -1.081083 -0.502021 -0.350 0.184 0.416 -0.758
S 2.010834 0.084660 -0.009327 -0.356 0.025 -0.614 2.535
O 0.978910 0.148833 -0.991462 -0.220 -0.370 -0.238 -0.934
O 2.732825 1.235716 0.329584 0.144 0.163 0.593 -0.812
O 1.408293 -0.705674 1.255857 0.522 0.261 0.116 -0.666
C 1.994065 -2.013471 1.326356 0.834 -1.253 -0.619 0.073
C 1.117008 -2.925446 0.466858 -0.107 0.261 -0.082 -0.560
C -0.337377 -2.756205 0.834440 0.236 -0.008 0.806 0.576
O -1.248199 -2.792210 0.001933 0.243 -0.162 -0.562 -0.800
Cl -0.697038 -2.480821 2.451926 0.499 -0.842 0.013 0.235
H 6.196880 -3.260710 2.164848 1.090 -0.947 0.380 0.194
H 5.925645 -1.461952 1.680478 0.620 -0.213 0.059 0.257
H 4.884537 -2.150838 2.888622 0.425 -0.647 0.520 0.251
H 4.104769 -3.819216 0.967917 -0.101 -0.075 -0.059 0.249
H 5.064484 -2.771310 -0.084873 -0.117 -0.200 -0.188 0.269
H 3.731459 -0.930820 1.418468 0.191 0.043 0.009 0.234
H 2.153422 -2.443713 2.312593 -0.720 0.686 0.508 0.260
H 1.402910 -3.977627 0.514478 -0.087 -0.106 0.255 0.303
H 1.208053 -2.633818 -0.582249 0.109 -0.003 -0.083 0.230
Be 3.268413 -0.432577 -2.670471 0.238 -0.038 -0.388 0.466
O -2.383460 -3.913515 4.459602 -0.074 0.185 -0.154 -0.964
H -2.639136 -4.158542 5.357094 0.136 -0.011 0.042 0.499
H -3.222591 -3.870764 3.989204 -0.060 -0.120 0.053 0.473
C -3.821329 -0.640755 -2.893025 -0.700 1.278 -0.282 -0.670
C -2.723064 0.070205 -2.129434 0.946 -3.963 -0.086 0.144
O -2.724935 -0.207052 -0.774688 0.130 0.952 -0.807 -0.685
H -4.798600 -0.394831 -2.476477 -0.019 -0.053 0.022 0.287
H -3.815832 -0.381378 -3.950325 0.040 -0.077 -0.018 0.270
H -3.682494 -1.721180 -2.790583 0.159 0.029 0.130 0.242
H -2.926206 1.328613 -2.237982 -0.468 1.128 0.151 0.217
H -1.734742 -0.173207 -2.524601 -0.067 0.096 -0.237 0.186
H -2.563715 -1.182107 -0.674490 -0.229 0.868 0.248 0.484
Br -2.089985 1.987263 -3.402531 -0.219 0.609 0.246 0.404
F -4.031139 0.352514 1.215804 0.048 -0.404 0.774 -0.864
Al -3.262558 -0.972678 1.928400 -1.308 1.169 -0.154 0.964
Cl 7.699874 -3.519093 2.653191 -0.891 0.253 -0.295 0.197
C -0.964625 2.683189 0.410538 -0.006 -0.348 0.560 0.884
O -0.727896 1.907780 1.324540 0.075 -0.006 -0.191 -0.445
O -2.037430 2.754425 -0.244512 0.186 0.237 -0.171 -0.299
O -0.174341 3.536039 -0.062952 -0.221 0.048 -0.198 -0.219
Br -2.035685 8.429078 -0.267012 -0.045 -0.029 0.041 0.095
C -1.837903 6.640540 -0.966775 0.144 0.182 0.036 -0.478
C -2.565711 6.468532 -2.274769 -0.168 -0.187 0.019 -0.451
Br -4.482853 6.307951 -2.008873 0.050 -0.028 -0.019 0.026
H -2.196257 5.960232 -0.198492 -0.027 -0.031 -0.049 0.223
H -0.764326 6.500359 -1.105124 -0.024 -0.035 -0.035 0.232
H -2.259969 5.540484 -2.759791 0.048 0.032 -0.004 0.195
H -2.410700 7.298043 -2.956742 0.056 0.026 0.024 0.248
Al -1.117068 -2.507881 -2.006209 0.448 -0.773 -0.146 0.952
```
Forces are in eV/Å.

The charge is +3. As for the spin multiplicity: 1. The highest occupied orbital energy is -14.87 eV. The calculation puts the largest force on an atom at 0.079 Eh/bohr. The LUMO energy comes out at -13.29 eV. As for the frontier orbital gap: 1.581 eV. The calculated total energy comes out at -10822.62215 Ha.

=====

No. 4
Entry from OMol25: C11H21BF4N3O5SV as an isolated structure in a non-equilibrium geometry (ωB97M-V/def2-TZVPD).

```
47
Properties=species:S:1:pos:R:3:forces:R:3:mulliken_spin:R:1
V 0.239434 -1.032135 0.277151 -0.164 1.115 -0.453 0.960
O -2.366199 -0.531023 -2.095282 -0.060 0.030 0.125 0.002
C -3.186451 -0.938963 -1.014359 0.080 0.183 -0.159 -0.010
C -2.876062 -2.344679 -0.568143 0.040 -0.247 0.165 0.015
N -1.711001 -2.442394 0.338053 0.279 -0.017 0.042 -0.032
C -0.881712 -3.595668 -0.055481 -0.080 0.051 0.138 0.022
C -0.157375 -3.252759 -1.365452 0.044 1.048 0.007 -0.007
O -0.001919 -4.072823 -2.240358 0.040 -0.262 -0.109 0.014
O 0.202887 -1.987358 -1.411276 -0.069 -1.205 -0.687 -0.003
C -2.115710 -2.484314 1.748087 -0.177 -0.124 -0.265 0.006
C -1.054233 -1.973784 2.713248 0.792 0.550 -0.623 0.012
O -1.196336 -2.118316 3.909249 -0.125 -0.083 0.230 0.010
O -0.066765 -1.360876 2.122849 -0.204 -0.879 1.673 -0.007
H -1.449796 -0.770051 -1.877547 -0.024 -0.064 -0.050 0.004
H -4.214767 -0.899254 -1.376868 -0.039 0.037 -0.039 -0.001
H -3.100182 -0.251643 -0.164903 0.007 0.064 0.007 0.003
H -2.668735 -2.933477 -1.462921 -0.022 -0.021 -0.038 0.001
H -3.753122 -2.793569 -0.085348 -0.005 -0.020 0.013 0.001
H -1.461656 -4.511924 -0.202372 -0.083 -0.042 0.049 0.003
H -0.145089 -3.775367 0.731883 0.057 -0.035 -0.009 0.013
H -2.418872 -3.489591 2.057466 -0.087 -0.052 0.002 -0.002
H -2.978509 -1.827536 1.875290 -0.017 0.014 0.015 0.002
F 3.844715 -1.468366 -1.235084 -0.094 0.157 0.250 0.000
B 3.217814 -0.920351 -0.139205 0.034 -0.183 0.004 -0.007
F 4.086801 -0.127154 0.630095 -0.075 -0.283 -0.154 -0.001
F 2.598486 -1.895580 0.681475 0.133 0.017 -0.099 0.005
F 2.106090 -0.073693 -0.563602 0.003 -0.125 0.139 -0.004
C 0.637225 4.378155 -0.858021 0.095 -0.115 -0.082 -0.001
N 0.543938 2.930524 -1.043743 -0.288 0.109 0.096 -0.007
C -0.394945 2.574922 -2.101591 0.097 0.041 -0.011 0.000
C 0.510375 2.172430 0.119147 -0.056 0.054 -0.237 -0.020
S -0.844374 1.211501 0.517541 -0.023 0.113 -0.343 0.030
N 1.588133 2.248187 0.882940 0.381 -0.039 0.400 -0.012
C 1.658045 1.558773 2.172287 0.015 0.130 -0.140 0.003
C 2.908940 2.659753 0.392518 -0.201 0.040 0.082 0.000
H -0.336271 4.796188 -0.575328 -0.030 0.009 -0.007 0.001
H 0.955018 4.842089 -1.792606 0.000 -0.018 0.000 0.000
H 1.358268 4.634672 -0.089099 0.039 -0.032 0.057 0.000
H -0.077257 3.100532 -3.004245 -0.037 -0.009 0.006 0.000
H -1.426485 2.846389 -1.860517 -0.008 0.020 0.009 0.000
H -0.362159 1.506465 -2.287970 -0.006 -0.024 0.010 0.002
H 0.670985 1.462890 2.606678 -0.048 -0.006 0.023 0.001
H 2.309472 2.137465 2.828325 0.008 -0.010 -0.006 0.000
H 2.089457 0.566533 2.036278 -0.005 -0.030 0.061 0.003
H 2.869682 2.859851 -0.670632 -0.047 -0.008 -0.085 0.000
H 3.597215 1.836212 0.575199 -0.021 0.113 -0.013 -0.001
H 3.252984 3.549107 0.926191 -0.046 0.039 0.003 0.000
```
Forces are in eV/Å.

The charge is -1. As for the spin multiplicity: 2. The highest occupied orbital energy (spin up / spin down) is -3.70 / -3.14 eV. Its expectation value of S² is 1.032. The calculation puts the largest force on an atom at 0.037 Eh/bohr. The LUMO energy (spin up / spin down) comes out at 2.56 / 2.55 eV. The relative energy (zero: lowest compared OMol25 entry of this formula, charge and spin) is 85.5 kJ/mol. As for the frontier orbital gap (spin up / spin down): 6.254 / 5.696 eV. The calculated total energy comes out at -2739.11666 Ha.